Record 1
A 2-piece molecular cluster, C4H8O3S overall at a distorted geometry, computed with ωB97M-V/def2-TZVPD.

Last column: Löwdin charge in e.
Positions of all 16 atoms, in Å:
C  -1.12  1.05  -0.25  -0.226
C  -1.30  -0.25  -0.48  -0.212
C  2.01  0.91  -0.01  -0.465
C  -1.56  -1.31  0.53  -0.108
O  2.40  -1.57  -0.25  -0.600
O  -0.84  1.49  1.02  -0.042
O  2.35  1.05  -1.26  -0.003
S  2.03  -0.61  0.78  0.871
H  -1.11  1.82  -1.05  0.131
H  -1.38  -0.56  -1.48  0.083
H  1.54  1.77  0.37  0.069
H  -2.25  -0.97  1.37  0.102
H  -0.46  -1.59  0.79  0.067
H  -2.12  -2.10  -0.01  0.080
H  -0.45  0.80  1.58  0.081
H  2.28  0.06  -1.64  0.173

Values from the calculation:
Spin multiplicity: 1
Kohn-Sham gap (spin up / spin down), eV: 8.92 / 8.92
E, eV: -21252.3089
Max |F|, eV/Å: 4.19


Record 2
C23H27N5Sr as an isolated structure, computed with ωB97M-V/def2-TZVPD.

Last column: Löwdin charge in e.
Positions of all 56 atoms, in Å:
Sr  -0.17  0.10  0.93  1.410
C  1.68  -1.62  2.72  -0.229
C  1.22  -2.99  2.16  -0.174
C  0.62  -3.13  0.75  -0.250
N  -0.48  -2.25  0.42  -0.136
C  -1.72  -2.63  0.19  -0.251
C  -2.21  -3.91  0.54  -0.044
C  -3.34  -4.62  0.16  -0.108
C  -4.31  -4.31  -0.77  -0.134
C  -4.39  -3.11  -1.47  -0.104
C  -3.66  -1.95  -1.33  -0.035
C  -2.61  -1.58  -0.43  -0.255
N  -2.28  -0.33  -0.24  -0.126
C  -2.95  0.79  -0.87  -0.256
C  -2.45  2.16  -0.37  -0.190
C  -1.14  2.77  -0.91  -0.252
N  0.04  2.23  -0.26  -0.127
C  1.25  2.70  -0.41  -0.256
C  1.53  3.78  -1.29  -0.036
C  2.59  4.66  -1.37  -0.105
C  3.74  4.74  -0.58  -0.135
C  4.12  3.81  0.37  -0.110
C  3.54  2.60  0.70  -0.046
C  2.37  1.94  0.25  -0.254
N  2.15  0.65  0.44  -0.134
C  3.14  -0.32  0.85  -0.251
C  2.98  -0.92  2.26  -0.174
H  1.84  -1.80  3.79  0.110
H  0.84  -0.92  2.74  0.013
H  0.49  -3.37  2.88  0.109
H  2.07  -3.67  2.20  0.114
H  0.39  -4.19  0.60  0.106
H  1.42  -2.89  0.03  0.106
H  -1.56  -4.44  1.23  0.090
H  -3.43  -5.60  0.63  0.099
H  -5.06  -5.06  -0.98  0.088
H  -5.17  -3.06  -2.22  0.100
H  -3.97  -1.14  -1.97  0.085
H  -4.03  0.74  -0.68  0.117
H  -2.83  0.75  -1.96  0.120
H  -2.42  2.16  0.73  0.091
H  -3.24  2.88  -0.64  0.105
H  -1.19  3.86  -0.77  0.116
H  -1.09  2.59  -1.99  0.122
H  0.73  3.98  -2.00  0.088
H  2.49  5.43  -2.13  0.100
H  4.39  5.59  -0.74  0.087
H  5.03  4.04  0.91  0.099
H  4.11  2.02  1.43  0.089
H  4.17  0.05  0.76  0.107
H  3.06  -1.15  0.13  0.106
H  3.17  -0.12  2.98  0.109
H  3.80  -1.63  2.38  0.114
N  -1.15  1.35  4.75  0.105
C  -1.03  1.16  3.62  -0.026
H  -1.30  1.54  5.72  0.091

Values from the calculation:
Spin multiplicity: 1
Kohn-Sham gap, eV: 6.65
E, eV: -32573.3259
Max |F|, eV/Å: 0.80


Record 3
A 10-piece molecular cluster, C30H60F5O35P5 overall at a distorted geometry, computed with ωB97M-V/def2-TZVPD.

Last column: Löwdin charge in e.
Positions of all 135 atoms, in Å:
O  -1.80  0.95  4.98  0.163
C  -1.63  0.81  3.81  -0.569
O  -1.54  1.83  2.97  0.098
C  -1.49  1.37  1.64  -0.041
C  -1.18  -0.11  1.85  -0.267
F  0.16  -0.41  1.90  0.060
O  -1.64  -0.40  3.17  0.125
H  -2.43  1.56  1.06  0.131
H  -0.63  1.75  1.10  0.127
H  -1.71  -0.82  1.25  0.150
O  1.41  -1.51  -5.09  0.183
C  2.03  -0.50  -5.00  -0.556
O  2.57  -0.05  -3.83  0.036
C  3.20  1.23  -4.13  -0.038
C  3.04  1.45  -5.61  -0.203
F  4.24  1.09  -6.28  0.029
O  2.12  0.41  -5.98  0.138
H  2.74  1.98  -3.47  0.119
H  4.27  1.09  -3.88  0.151
H  2.66  2.36  -6.02  0.161
O  5.26  -2.57  -5.54  0.179
C  4.59  -2.78  -4.59  -0.565
O  3.79  -3.85  -4.48  0.094
C  3.10  -3.76  -3.24  -0.048
C  3.87  -2.73  -2.40  -0.276
F  4.75  -3.31  -1.56  0.078
O  4.58  -2.04  -3.43  0.099
H  2.08  -3.45  -3.40  0.118
H  3.04  -4.73  -2.74  0.143
H  3.32  -1.96  -1.86  0.141
O  4.58  2.86  -1.74  0.186
C  5.38  2.63  -0.94  -0.566
O  5.90  1.37  -0.75  0.046
C  6.51  1.26  0.55  -0.036
C  6.93  2.71  0.75  -0.269
F  8.23  2.87  0.37  0.063
O  6.02  3.45  -0.09  0.134
H  5.69  0.99  1.33  0.142
H  7.33  0.59  0.53  0.133
H  6.80  2.93  1.80  0.149
O  0.51  -2.12  -0.32  0.176
C  0.88  -1.01  -0.51  -0.564
O  0.12  0.02  -0.89  0.053
C  0.97  1.17  -1.24  0.009
C  2.30  0.80  -0.57  -0.270
F  2.47  1.23  0.71  0.070
O  2.21  -0.61  -0.48  0.072
H  0.96  1.23  -2.32  0.123
H  0.56  2.10  -0.81  0.113
H  3.25  0.97  -1.08  0.145
C  0.10  7.26  0.46  -0.054
O  0.69  5.97  0.62  -0.207
P  1.05  5.10  -0.61  0.267
O  0.01  4.55  -1.44  -0.194
O  1.94  4.06  0.11  -0.205
C  2.98  4.57  0.98  -0.036
O  2.05  5.98  -1.47  -0.219
C  2.82  5.34  -2.46  -0.081
H  -0.77  7.18  -0.10  0.071
H  0.90  7.82  0.02  0.087
H  -0.10  7.58  1.50  0.112
H  3.71  3.80  1.20  0.068
H  2.54  4.91  1.88  0.082
H  3.51  5.36  0.51  0.082
H  3.67  5.02  -1.88  0.072
H  2.95  6.09  -3.27  0.113
H  2.32  4.54  -2.89  0.054
C  1.90  1.71  4.09  -0.110
O  2.90  0.98  4.74  -0.185
P  4.27  0.96  3.97  0.301
O  4.60  2.19  3.18  -0.251
O  4.14  -0.19  2.95  -0.196
C  3.15  -1.26  2.88  -0.020
O  5.34  0.55  4.99  -0.194
C  5.87  1.38  6.02  -0.047
H  2.15  2.78  3.88  0.108
H  1.10  1.72  4.79  0.083
H  1.62  1.23  3.14  0.074
H  3.49  -2.20  3.28  0.090
H  3.03  -1.38  1.83  0.067
H  2.19  -0.98  3.33  0.085
H  5.19  1.48  6.84  0.093
H  6.15  2.28  5.47  0.092
H  6.72  0.80  6.29  0.085
C  -1.95  0.36  -3.81  -0.093
O  -2.52  1.37  -3.00  -0.208
P  -3.92  1.09  -2.32  0.341
O  -4.88  0.28  -3.01  -0.191
O  -3.35  0.37  -0.99  -0.242
C  -4.36  -0.43  -0.28  -0.059
O  -4.51  2.49  -1.88  -0.203
C  -3.86  3.38  -0.93  -0.058
H  -2.69  -0.23  -4.40  0.101
H  -1.41  -0.30  -3.17  0.069
H  -1.28  0.87  -4.54  0.101
H  -4.40  -1.38  -0.76  0.034
H  -5.41  0.00  -0.32  0.129
H  -3.92  -0.62  0.66  0.053
H  -3.23  4.04  -1.50  0.080
H  -3.24  2.79  -0.23  0.064
H  -4.67  3.96  -0.39  0.113
C  -5.26  -6.88  -3.28  -0.064
O  -5.45  -5.90  -2.21  -0.224
P  -4.39  -4.69  -2.19  0.357
O  -4.10  -4.10  -3.50  -0.224
O  -4.86  -3.68  -1.06  -0.214
C  -5.99  -2.81  -1.50  -0.070
O  -3.12  -5.31  -1.42  -0.228
C  -1.89  -4.57  -1.51  -0.079
H  -5.38  -6.32  -4.23  0.097
H  -6.11  -7.55  -3.20  0.090
H  -4.33  -7.32  -3.18  0.062
H  -6.44  -2.47  -0.60  0.075
H  -6.74  -3.33  -2.10  0.095
H  -5.62  -2.00  -2.17  0.081
H  -2.06  -3.82  -2.29  0.079
H  -1.15  -5.24  -1.81  0.069
H  -1.74  -4.05  -0.55  0.086
C  -2.99  -3.74  3.30  -0.095
O  -4.36  -4.05  3.48  -0.207
P  -5.32  -2.78  3.70  0.314
O  -4.81  -1.54  3.20  -0.198
O  -6.66  -3.20  2.98  -0.188
C  -7.16  -4.46  2.95  -0.148
O  -5.76  -2.85  5.18  -0.193
C  -5.82  -1.57  5.89  -0.043
H  -2.54  -4.67  3.14  0.071
H  -2.56  -3.25  4.24  0.124
H  -2.88  -3.17  2.41  0.065
H  -8.10  -4.45  2.43  0.085
H  -7.40  -4.85  3.96  0.107
H  -6.48  -5.12  2.45  0.083
H  -5.09  -0.94  5.45  0.061
H  -5.69  -1.79  6.96  0.103
H  -6.75  -1.08  5.63  0.090

Values from the calculation:
Spin multiplicity: 1
Kohn-Sham gap, eV: 10.92
E, eV: -163788.5999
SMILES string: O=C1OC[C@@H](F)O1.O=C1OC[C@@H](F)O1.O=C1OC[C@@H](F)O1.O=C1OC[C@@H](F)O1.O=C1OC[C@@H](F)O1.COP(=O)(OC)OC.COP(=O)(OC)OC.COP(=O)(OC)OC.COP(=O)(OC)OC.COP(=O)(OC)OC
Max |F|, eV/Å: 5.55


Record 4
A 2-piece molecular cluster, CBr2N4 overall at a distorted geometry, computed with ωB97M-V/def2-TZVPD.

Last column: Löwdin charge in e.
Positions of all 7 atoms, in Å:
C  -1.99  -0.17  -0.94  -0.836
N  -1.93  -0.45  -2.05  0.079
N  2.08  -1.70  0.68  0.198
N  1.82  -0.61  0.60  -0.331
N  1.65  0.50  0.22  -0.467
Br  -2.34  0.43  0.72  0.728
Br  0.72  1.99  0.78  0.629

Values from the calculation:
Spin multiplicity: 1
Kohn-Sham gap, eV: 8.91
E, eV: -147077.6997
Max |F|, eV/Å: 3.46


Record 5
A 2-piece molecular cluster, CH3BrO2 overall at a distorted geometry, computed with ωB97M-V/def2-TZVPD.

Last column: Löwdin charge in e.
Positions of all 7 atoms, in Å:
C  0.88  0.25  -1.14  -0.551
O  -0.99  -0.67  1.24  -0.260
O  -1.31  0.39  0.41  -0.168
Br  1.31  -0.89  0.17  0.803
H  0.49  0.00  -2.21  0.061
H  0.75  1.21  -0.66  -0.031
H  -1.12  -0.29  2.19  0.147

Values from the calculation:
Spin multiplicity: 1
Kohn-Sham gap (spin up / spin down), eV: 10.24 / 6.95
E, eV: -75216.1961
Max |F|, eV/Å: 3.28